(1)
A cluster of 2 separate species, C5H14N3 in total. Source: the Open Molecules 2025 dataset; level of theory: ωB97M-V with the def2-TZVPD basis set.

XYZ file:
```
22
Properties=species:S:1:pos:R:3:forces:R:3:mulliken_charge:R:1
C -2.289 1.448 -1.378 -0.3 0.0 0.0 -1.20
C -0.945 0.818 -1.317 -0.1 0.0 0.2 0.18
C 0.025 1.007 -2.187 0.1 0.0 -0.2 -0.14
N 1.325 0.344 -1.931 0.2 0.0 0.2 -0.21
H -2.326 2.274 -2.082 0.0 0.0 -0.1 0.36
H -3.050 0.712 -1.658 0.1 0.0 0.0 0.30
H -2.575 1.823 -0.393 0.1 0.0 -0.1 0.33
H -0.736 0.170 -0.471 -0.1 -0.1 0.1 0.00
H -0.008 1.601 -3.089 0.1 0.0 0.0 0.39
H 1.229 -0.270 -1.110 0.0 0.0 0.0 0.21
H 1.666 -0.214 -2.717 -0.1 0.0 0.0 0.41
H 2.052 1.028 -1.703 0.0 0.0 -0.1 0.39
C 1.914 -0.643 2.021 -0.1 -0.1 0.2 -0.94
N 0.732 -1.208 1.365 0.5 0.2 -0.3 -0.25
C -0.477 -1.150 2.050 0.2 -0.3 0.0 -0.06
N -1.353 -2.045 1.880 -0.3 0.4 -0.1 -0.63
H 2.706 -0.456 1.301 0.0 0.0 -0.1 0.26
H 1.653 0.294 2.509 0.0 0.1 -0.1 0.38
H 2.307 -1.309 2.788 0.1 0.0 0.1 0.35
H 0.909 -2.144 1.020 -0.2 -0.1 0.0 0.25
H -0.560 -0.292 2.719 -0.1 0.1 -0.1 0.36
H -2.199 -1.788 2.383 0.0 -0.3 0.1 0.27
```
Positions in Å, forces in eV/Å.

ΔE to the lowest compared entry with this formula, charge and spin = 51.26 kcal/mol
frontier orbital gap = 0.3351 Eh
2S+1 = 1
E_tot = -9874.9433 eV
net charge = +1
maximum force = 0.66 eV Å⁻¹

=====

(2)
A cluster of 2 separate species, C5H14N3 in total in a non-equilibrium geometry. Source: the Open Molecules 2025 dataset; level of theory: ωB97M-V with the def2-TZVPD basis set.

XYZ file:
```
22
Properties=species:S:1:pos:R:3:forces:R:3:mulliken_charge:R:1
N -1.091 -0.226 3.182 0.5 -1.5 -1.1 -0.59
C -0.641 -0.022 1.865 0.6 3.3 1.7 0.44
N 0.715 -0.722 1.238 -6.1 1.9 4.1 -0.43
N -1.266 1.153 1.377 5.2 -3.5 -2.3 -0.49
H -0.721 0.534 3.746 0.3 -0.3 0.6 0.36
H -2.107 -0.111 3.129 0.2 0.1 0.4 0.35
H 0.782 -1.172 2.176 1.0 -0.9 -0.9 0.35
H 0.069 -1.306 0.695 1.0 -1.0 -0.9 0.30
H -0.988 1.902 2.024 -1.1 -0.1 0.2 0.37
H -0.483 1.168 0.677 -1.6 1.8 -1.3 0.23
C -0.050 -0.079 -2.029 0.2 -0.7 -0.4 0.08
C 1.093 -0.176 -1.343 -0.1 0.8 -1.6 -0.33
C 1.841 1.077 -0.935 0.0 -0.8 0.1 -1.11
C -0.913 -1.267 -2.440 0.2 0.7 1.8 -1.20
H -0.417 0.920 -2.265 -0.1 -0.1 0.0 0.33
H 1.597 -1.137 -1.310 -0.1 0.0 0.5 0.48
H 1.607 1.305 0.109 0.2 0.3 0.0 0.20
H 2.917 0.898 -0.989 -0.1 0.2 0.0 0.34
H 1.561 1.905 -1.584 0.1 0.1 0.1 0.35
H -0.491 -2.176 -1.988 0.0 0.0 -0.5 0.28
H -1.194 -1.407 -3.475 0.3 0.2 -0.2 0.38
H -1.821 -1.059 -1.861 -0.4 -0.4 -0.4 0.28
```
Positions in Å, forces in eV/Å.

ΔE to the lowest compared entry with this formula, charge and spin = 140.49 kcal/mol
frontier orbital gap = 0.2174 Eh
2S+1 = 1
E_tot = -9871.0743 eV
net charge = +1
maximum force = 7.61 eV Å⁻¹

=====

(3)
The ion C5H14N3 with charge +1 in a non-equilibrium geometry. Source: the Open Molecules 2025 dataset; level of theory: ωB97M-V with the def2-TZVPD basis set.

XYZ file:
```
22
Properties=species:S:1:pos:R:3:forces:R:3:mulliken_charge:R:1
C -0.978 -0.687 0.885 -0.4 0.3 -1.2 -0.80
C -2.011 -0.633 -0.200 0.8 -0.6 -3.2 -0.47
C 0.971 0.541 0.205 2.1 4.4 -1.0 0.66
C 0.617 2.296 0.735 -1.4 -3.5 -3.5 -1.09
C 1.018 -1.850 -0.103 -0.9 -1.0 4.5 -1.26
N 0.375 -0.605 0.337 -0.3 0.4 0.2 0.06
N 2.180 0.588 -0.474 0.0 0.6 0.8 -0.41
N -1.712 0.522 -1.053 1.2 0.9 -2.4 -0.49
H -1.163 0.108 1.566 0.1 0.7 0.6 0.38
H -1.183 -1.613 1.322 0.6 -1.5 1.4 0.39
H -2.155 -1.611 -0.791 0.7 1.1 0.8 0.23
H -2.966 -0.502 0.221 -1.2 0.5 0.8 0.43
H 0.887 2.917 -0.146 0.1 -0.7 0.7 0.36
H 1.272 2.250 1.511 1.8 0.7 2.3 0.49
H -0.423 2.498 0.987 0.2 -0.5 0.1 0.30
H 1.038 -2.031 -1.114 0.8 0.2 -2.5 0.42
H 1.918 -1.993 0.558 -0.4 0.1 -1.4 0.49
H 0.326 -2.639 0.263 0.5 0.4 -0.2 0.38
H 2.534 -0.275 -0.829 0.1 -0.5 -0.2 0.20
H 2.963 1.317 -0.492 -2.4 -1.0 0.5 0.27
H -0.979 0.477 -1.886 -2.0 -0.7 2.6 0.22
H -2.532 0.924 -1.502 0.1 -0.2 0.3 0.24
```
Positions in Å, forces in eV/Å.

ΔE to the lowest compared entry with this formula, charge and spin = 66.99 kcal/mol
frontier orbital gap = 0.3761 Eh
2S+1 = 1
E_tot = -9874.2613 eV
net charge = +1
SMILES = CC(=[NH2+])N(C)CCN
maximum force = 5.13 eV Å⁻¹

=====

(4)
A cluster of 2 separate species, C5H14N3 in total in a non-equilibrium geometry. Source: the Open Molecules 2025 dataset; level of theory: ωB97M-V with the def2-TZVPD basis set.

XYZ file:
```
22
Properties=species:S:1:pos:R:3:forces:R:3:mulliken_charge:R:1
C 1.067 -1.051 1.082 -0.5 0.1 -0.2 -0.69
N -0.367 -1.301 1.401 1.1 0.7 -1.4 -0.29
C -0.605 -2.087 2.496 -0.9 -2.1 -0.2 0.06
N -1.612 -2.897 2.491 1.3 2.5 -1.3 -0.63
H 1.116 -0.491 0.105 0.1 -0.9 0.8 -0.07
H 1.512 -0.386 1.828 -0.1 -0.2 0.0 0.35
H 1.635 -2.008 1.075 -0.1 0.8 -0.4 0.42
H -0.865 -1.664 0.579 0.1 0.1 0.7 0.28
H 0.201 -2.119 3.251 -0.5 0.5 0.0 0.30
H -1.633 -3.276 3.383 -0.4 -1.5 2.0 0.26
C 1.737 1.279 -2.557 0.6 -0.2 0.0 -1.10
C 0.731 2.348 -2.144 -0.3 -0.2 -1.2 -0.28
C -1.405 1.616 -1.265 2.0 0.4 1.2 -0.11
N -0.149 1.879 -1.090 -1.4 -1.0 1.1 -0.02
H 2.427 1.006 -1.741 -0.2 0.4 -0.1 0.35
H 1.265 0.329 -2.823 -0.1 0.3 -0.4 0.35
H 2.359 1.690 -3.383 -0.5 -0.5 0.5 0.33
H 1.269 3.210 -1.768 -0.2 0.3 0.0 0.29
H 0.029 2.620 -2.977 1.0 0.0 0.6 0.27
H -2.014 1.323 -0.434 -0.1 -0.4 0.4 0.31
H -1.842 1.715 -2.220 -0.3 0.3 -1.0 0.25
H 0.286 1.650 -0.161 -0.7 0.5 -0.9 0.34
```
Positions in Å, forces in eV/Å.

ΔE to the lowest compared entry with this formula, charge and spin = 67.84 kcal/mol
frontier orbital gap = 0.2473 Eh
2S+1 = 1
E_tot = -9874.2244 eV
net charge = +1
maximum force = 3.10 eV Å⁻¹

=====

(5)
A structure of composition C5H14N3 in a non-equilibrium geometry. Source: the Open Molecules 2025 dataset; level of theory: ωB97M-V with the def2-TZVPD basis set.

XYZ file:
```
22
Properties=species:S:1:pos:R:3:forces:R:3:mulliken_charge:R:1
C 0.913 -2.797 -1.750 -3.2 2.9 -2.7 -1.28
C 0.382 -0.072 1.807 -3.2 0.0 0.0 -0.79
C -2.029 1.936 0.229 -1.8 0.0 -0.6 -0.82
C 0.962 -1.968 -0.484 0.7 1.0 0.5 -0.32
C 0.352 -0.557 -0.585 -0.3 -2.8 -0.1 0.02
N 0.130 0.183 0.394 -1.7 0.4 0.5 0.04
N 0.028 2.673 0.303 5.9 3.9 -1.0 -0.46
N -0.629 1.762 -0.227 -2.3 -0.9 -0.5 0.20
H 1.260 -2.302 -2.737 0.5 -0.5 2.0 0.31
H -0.190 -2.779 -2.076 1.2 -1.2 0.7 0.30
H 1.344 -3.740 -1.635 0.4 -1.5 0.0 0.37
H -0.545 0.375 2.415 1.8 -1.4 -1.3 0.24
H 0.547 -1.169 1.972 0.0 1.4 0.3 0.27
H 1.149 0.607 2.016 1.7 0.4 1.0 0.38
H -2.669 1.050 0.000 0.8 0.6 0.2 0.30
H -2.544 2.854 -0.331 1.6 -1.9 1.0 0.31
H -2.031 2.134 1.313 -0.2 0.0 -0.3 0.37
H 1.986 -1.623 -0.389 0.8 -0.4 0.6 0.33
H 0.698 -2.564 0.463 0.2 1.1 -1.5 0.22
H 0.064 -0.199 -1.567 0.0 0.2 -0.1 0.48
H -0.150 3.329 1.079 -0.7 -1.0 -0.2 0.24
H 0.972 2.866 -0.210 -2.2 -0.3 1.5 0.26
```
Positions in Å, forces in eV/Å.

ΔE to the lowest compared entry with this formula, charge and spin = 123.21 kcal/mol
frontier orbital gap = 0.3663 Eh
2S+1 = 1
E_tot = -9871.8233 eV
net charge = +1
maximum force = 7.11 eV Å⁻¹

=====

(6)
A cluster of 2 separate species, C5H14N3O in total in a non-equilibrium geometry. Source: the Open Molecules 2025 dataset; level of theory: ωB97M-V with the def2-TZVPD basis set.

XYZ file:
```
23
Properties=species:S:1:pos:R:3:forces:R:3:mulliken_charge:R:1
C 0.856 1.473 0.506 0.0 0.7 -1.2 -0.81
C 1.616 -0.754 0.295 1.3 -2.8 -0.1 -0.86
C 0.134 0.735 -0.684 -2.1 1.3 2.1 0.09
C 0.253 -0.723 -0.351 0.8 0.0 0.0 0.51
C -1.358 1.166 -0.865 0.9 2.4 0.4 -0.62
N -0.356 -1.613 -1.103 -0.8 1.7 -0.2 -0.30
N -0.727 -0.998 1.633 4.8 -2.5 -1.3 -0.61
N 1.757 0.452 0.996 -1.2 1.1 0.7 -0.22
O -2.006 0.175 -1.588 -1.8 -0.3 -1.7 -0.62
H 1.421 2.409 0.160 -1.0 -1.3 0.4 0.38
H 0.126 1.749 1.292 0.3 0.1 -0.5 0.27
H 1.820 -1.573 1.054 -0.3 0.3 -1.5 0.37
H 2.300 -0.860 -0.610 -0.4 -0.2 0.9 0.34
H 0.732 0.821 -1.563 0.2 0.3 -1.0 0.46
H -1.464 2.233 -1.305 0.3 -1.8 0.3 0.36
H -1.887 1.269 0.126 0.7 -0.4 -0.9 0.28
H -0.297 -2.575 -0.919 0.4 -1.4 0.2 0.26
H -1.246 -1.200 -1.551 1.5 -0.9 0.8 0.34
H -1.480 -0.488 1.801 -4.2 2.5 1.3 0.18
H -0.836 -1.987 1.773 -0.8 -0.3 -0.2 0.25
H 2.653 0.786 1.219 1.2 0.0 0.1 0.26
H 0.045 -0.788 2.244 0.1 0.8 0.3 0.29
H -2.056 0.292 -2.559 0.1 0.6 0.8 0.38
```
Positions in Å, forces in eV/Å.

ΔE to the lowest compared entry with this formula, charge and spin = 50.77 kcal/mol
frontier orbital gap = 0.3480 Eh
2S+1 = 1
E_tot = -11922.2052 eV
net charge = +1
maximum force = 5.60 eV Å⁻¹